# BrF3Si

One molecule with the formula BrF3Si in a non-equilibrium geometry (ωB97M-V/def2-TZVPD, the Open Molecules 2025 dataset).

Calculated values
- structure (SMILES) = F[Si](F)(F)Br
- LUMO (eV) = 0.1643
- frontier orbital gap (eV) = 11.9

Structure (XYZ):
```
5
Properties=species:S:1:pos:R:3:forces:R:3
F -0.9814 0.8516 1.0195 0.1239 -0.6127 -0.2925
F -0.8261 0.1097 -1.4511 0.3564 -0.4146 1.1528
F 1.2418 0.9064 -0.2050 -0.3121 -0.0870 0.0073
Br 0.6564 -1.9362 0.6652 -0.8593 1.1218 -0.4576
Si -0.0907 0.0685 -0.0286 0.6911 -0.0076 -0.4101
```
Positions in Å, forces in eV/Å.

Taken from the Mulliken analysis, the atomic charges in e are: F -0.215; F -0.233; F -0.218; Br -0.140; Si 0.807